Entry 1:
Computed, not measured: a cluster of 3 separate species, C3H10NO in total at a distorted geometry, with ωB97M-V/def2-TZVPD.

Output
**Relative energy (zero: lowest compared OMol25 entry of this formula, charge and spin)**: 220.34 kcal/mol
**Charge**: +1
**Highest occupied orbital energy**: -15.68 eV
**Kohn-Sham gap**: 5.76 eV
**LUMO level**: -9.9 eV
**DFT total energy**: -249.7027 Ha

Each line ends with the Löwdin charge.
Geometry (Å):
O 0.213 0.438 -3.360  -0.049
C 0.455 1.006 -2.135  -0.387
C 0.118 -0.032 -1.059  -0.195
N 0.055 0.347 0.256  0.410
C -0.775 -0.884 3.019  -0.042
H 1.272 -0.494 -2.872  0.351
H -0.188 1.882 -1.989  0.142
H 1.513 1.282 -2.089  0.130
H -0.833 -0.526 -1.342  0.217
H 0.920 -0.808 -0.819  0.233
H 0.272 1.354 0.374  0.153
H -0.127 -0.623 3.849  0.026
H -0.456 -1.877 2.677  0.028
H -1.827 -0.883 3.289  0.029
H -0.613 -0.182 2.202  -0.047



Entry 2:
Computed, not measured: a structure of composition C22H16N9O2OsS2 at a distorted geometry, with ωB97M-V/def2-TZVPD.

Output
**Relative energy (zero: lowest compared OMol25 entry of this formula, charge and spin)**: 0.00 kcal/mol
**Charge**: +1
**Highest occupied orbital energy (alpha / beta)**: -9.60 / -11.31 eV
**Kohn-Sham gap (alpha / beta)**: 6.59 / 5.21 eV
**LUMO level (alpha / beta)**: -3.0 / -6.1 eV
**DFT total energy**: -2377.9046 Ha
**Spin multiplicity**: 5

Each line ends with the Mulliken spin population.
Geometry (Å):
Os -1.444 0.016 -0.470  1.313
C -2.476 0.311 -3.603  0.004
O -1.377 0.121 -2.694  0.065
C -0.117 0.547 -3.116  0.108
C 0.182 0.854 -4.422  -0.080
C 1.479 1.234 -4.759  0.160
C 2.467 1.314 -3.785  -0.055
C 2.172 1.015 -2.472  0.170
C 0.872 0.624 -2.112  -0.029
N 0.505 0.318 -0.834  0.416
N 1.458 0.305 0.097  0.302
C 1.272 0.161 1.401  0.127
C -0.002 -0.093 2.081  0.297
O -1.159 -0.101 1.465  0.200
C -0.009 -0.352 3.461  -0.115
C 1.131 -0.313 4.210  0.246
C 2.388 -0.006 3.613  -0.010
C 3.556 0.075 4.380  0.048
C 4.765 0.401 3.799  0.035
C 4.835 0.653 2.429  0.011
C 3.701 0.567 1.652  0.085
C 2.460 0.233 2.220  0.032
H -2.375 -0.360 -4.456  0.002
H -2.512 1.345 -3.942  0.005
H -3.382 0.073 -3.055  -0.014
H -0.571 0.804 -5.195  -0.001
H 1.708 1.462 -5.791  0.008
H 3.470 1.613 -4.055  -0.001
H 2.917 1.081 -1.695  0.001
H -0.968 -0.569 3.913  0.001
H 1.083 -0.504 5.274  0.008
H 3.492 -0.115 5.444  0.004
H 5.657 0.466 4.407  0.001
H 5.780 0.920 1.976  0.001
H 3.745 0.764 0.592  0.033
S -3.837 0.151 -0.288  0.232
C -3.533 1.802 0.149  -0.065
S -1.913 2.295 -0.251  0.255
C -4.414 2.603 0.814  0.126
C -4.050 3.923 1.206  -0.017
N -3.735 4.978 1.539  0.045
C -5.689 2.111 1.213  -0.020
N -6.708 1.704 1.557  0.048
N -1.112 -5.013 1.024  0.001
N -1.191 -4.001 0.134  -0.001
N -1.437 -4.210 -1.138  0.001
C -1.504 -2.979 -1.606  0.003
N -1.307 -2.085 -0.628  0.010
N -1.103 -2.761 0.493  0.006
H -0.852 -5.885 0.593  0.000
H -0.635 -4.755 1.872  0.000
H -1.683 -2.738 -2.639  0.000



Entry 3:
Computed, not measured: the molecule C6H8BrClN2O3 at a distorted geometry, with ωB97M-V/def2-TZVPD.

Output
**Relative energy (zero: lowest compared OMol25 entry of this formula, charge and spin)**: 72.41 kcal/mol
**Highest occupied orbital energy**: -8.62 eV
**Kohn-Sham gap**: 8.53 eV
**LUMO level**: -0.1 eV
**DFT total energy**: -3602.7459 Ha

Each line ends with the Löwdin charge.
Geometry (Å):
C -0.295 -2.080 0.242  -0.549
C 0.613 0.150 0.013  -0.489
C -1.788 -0.038 -0.173  -0.404
C -3.108 0.584 0.255  -0.908
C 2.094 -1.759 -0.418  0.048
C -0.601 2.096 0.521  -0.021
N 0.686 -1.191 -0.238  0.063
N -0.640 0.643 0.266  -0.053
O -0.104 -3.151 0.652  0.179
O 1.627 0.808 0.010  0.074
O -1.512 -1.515 0.310  -0.045
Cl -3.376 -0.244 2.016  0.793
Br -4.498 -0.042 -0.778  0.680
H -1.785 -0.167 -1.299  0.154
H 2.616 -0.852 -0.270  0.058
H 2.250 -2.641 0.163  0.080
H 2.253 -2.088 -1.460  0.099
H -0.722 2.820 -0.266  0.086
H -1.361 2.260 1.392  0.113
H 0.415 2.222 0.935  0.087
H -2.717 -1.346 1.758  -0.046



Entry 4:
Computed, not measured: a structure of composition C28H25F2N6O7Zr, with ωB97M-V/def2-TZVPD.

Output
**Relative energy (zero: lowest compared OMol25 entry of this formula, charge and spin)**: 42.32 kcal/mol
**Charge**: -1
**Highest occupied orbital energy**: -5.04 eV
**Kohn-Sham gap**: 6.90 eV
**LUMO level**: 1.9 eV
**DFT total energy**: -2184.2773 Ha

Each line ends with the Löwdin charge.
Geometry (Å):
Zr -0.123 0.130 -0.515  1.913
O 0.611 1.816 0.422  -0.253
C 0.061 2.322 1.518  -0.353
C 0.775 2.396 2.715  -0.001
C 0.151 2.877 3.850  -0.069
C -1.169 3.338 3.816  -0.089
C -1.859 3.307 2.621  -0.040
C -1.262 2.780 1.475  -0.174
C -1.954 2.783 0.196  -0.109
N -1.682 2.039 -0.813  -0.038
C -2.233 2.525 -2.084  -0.198
C -1.150 3.309 -2.826  -0.215
N -0.113 2.371 -3.144  0.040
C 1.108 2.565 -2.904  -0.108
C 2.074 1.463 -3.143  -0.144
C 3.372 1.749 -3.534  -0.051
C 4.248 0.737 -3.913  -0.109
C 3.785 -0.573 -3.916  -0.098
C 2.501 -0.881 -3.484  -0.029
C 1.655 0.124 -3.025  -0.351
O 0.487 -0.171 -2.453  -0.277
H 1.788 2.018 2.734  0.124
H 0.696 2.884 4.786  0.103
H -1.645 3.700 4.716  0.097
H -2.885 3.656 2.571  0.114
H -2.728 3.550 0.077  0.133
H -3.099 3.166 -1.887  0.110
H -2.539 1.675 -2.692  0.107
H -0.814 4.159 -2.212  0.117
H -1.574 3.694 -3.757  0.116
H 1.503 3.515 -2.513  0.130
H 3.689 2.786 -3.567  0.107
H 5.258 0.971 -4.222  0.089
H 4.434 -1.374 -4.254  0.094
H 2.138 -1.901 -3.467  0.112
O -6.035 -1.265 4.155  -0.060
C -4.834 -1.329 4.487  -0.700
O -4.312 -1.681 5.562  -0.049
C -3.840 -0.851 3.406  -0.092
C -4.295 -0.190 2.271  0.012
C -3.389 0.234 1.314  -0.137
N -2.079 0.013 1.413  0.040
C -1.641 -0.646 2.490  -0.173
C -2.471 -1.069 3.512  0.072
C -0.165 -0.938 2.470  -0.542
O 0.468 -1.304 3.436  0.078
O 0.337 -0.771 1.276  -0.235
H -5.359 -0.035 2.157  0.111
H -3.717 0.762 0.425  0.103
H -2.069 -1.567 4.383  0.127
F -1.530 -2.510 -1.773  -0.123
C -1.823 -1.443 -0.875  -0.345
F -2.600 -0.550 -1.671  -0.122
H -2.526 -1.906 -0.180  0.084
C 3.494 -4.990 -0.190  -0.036
N 2.900 -3.682 -0.286  -0.082
C 3.528 -2.417 0.087  0.000
C 2.427 -1.448 -0.290  -0.477
O 2.435 -0.226 -0.247  0.023
N 1.331 -2.128 -0.698  0.131
C 1.643 -3.406 -0.700  -0.382
N 0.768 -4.332 -1.123  0.220
H 4.576 -4.895 -0.256  0.090
H 3.168 -5.614 -1.024  0.086
H 3.250 -5.494 0.749  0.093
H 4.445 -2.226 -0.471  0.138
H 3.717 -2.347 1.160  0.146
H -0.158 -3.962 -1.314  0.097
H 0.853 -5.289 -0.831  0.103



Entry 5:
Computed, not measured: a cluster of 5 separate species, C36H67Br2ClF4IN3O11P2 in total at a distorted geometry, with ωB97M-V/def2-TZVPD.

Output
**Highest occupied orbital energy**: -7.15 eV
**Kohn-Sham gap**: 5.54 eV
**LUMO level**: -1.6 eV
**DFT total energy**: -9390.9028 Ha

Each line ends with the Löwdin charge.
Geometry (Å):
C 3.201 -3.003 4.728  -0.126
C 3.243 -1.581 5.566  -0.231
C 1.730 -1.333 6.172  -0.160
C 0.783 -0.385 5.184  -0.197
O 1.222 -0.582 3.812  -0.217
C 0.239 -0.204 2.787  -0.401
P -1.380 -1.289 2.831  1.033
C -1.123 -2.863 3.928  -0.244
O -2.696 -0.469 3.614  -0.353
N -0.210 1.264 2.930  -0.004
F 0.831 2.095 3.298  0.054
C -0.999 1.758 1.741  -0.116
C -1.050 3.427 1.751  -0.100
C -1.583 4.064 3.170  -0.150
C -3.198 4.054 3.392  -0.209
O -4.014 4.371 2.212  -0.111
C -5.437 4.178 2.604  -0.275
C -5.998 2.637 2.560  -0.014
O -6.263 5.195 2.937  0.004
C -0.648 1.087 0.302  -0.331
C -0.345 2.275 -0.839  -0.027
C -1.936 0.176 -0.262  -0.122
C -2.762 0.825 -1.502  -0.150
C -4.042 -0.133 -1.979  -0.669
F -4.759 0.696 -3.020  -0.106
Br -5.384 -0.483 -0.544  0.737
C -3.586 -1.508 -2.745  -0.609
F -3.022 -2.557 -1.859  -0.089
F -2.672 -1.131 -3.882  -0.078
Br -5.196 -2.382 -3.644  0.726
O 0.493 0.217 0.192  -0.188
C 1.071 -0.398 1.340  -0.447
C 1.287 -2.032 1.214  -0.205
C 0.419 -2.779 0.048  -0.683
C 0.768 -4.409 0.237  -0.207
I 1.147 -2.364 -2.018  0.823
P 2.852 0.398 1.472  1.001
C 2.851 2.218 0.860  -0.305
C 4.108 -0.393 0.267  -0.392
C 5.120 -1.314 1.231  -0.198
H 2.293 -3.635 5.116  0.065
H 2.940 -2.715 3.601  0.062
H 4.202 -3.618 4.816  0.089
H 4.064 -1.667 6.423  0.117
H 3.604 -0.668 4.890  0.113
H 1.884 -0.738 7.193  0.124
H 1.139 -2.316 6.414  0.106
H 1.069 0.735 5.483  0.140
H -0.358 -0.491 5.396  0.110
H -1.498 -2.542 5.014  0.057
H -0.003 -3.176 4.050  0.049
H -1.841 -3.760 3.619  0.089
H -2.814 -0.739 4.572  0.071
H -0.870 1.348 3.763  0.183
H -2.135 1.464 1.972  0.172
H 0.016 3.857 1.514  0.117
H -1.804 3.855 0.930  0.150
H -1.100 3.553 4.126  0.116
H -1.212 5.191 3.200  0.142
H -3.433 4.908 4.193  0.155
H -3.502 3.044 3.937  0.122
H -5.256 1.969 3.175  0.069
H -7.103 2.520 2.982  0.118
H -5.926 2.281 1.433  0.092
H -0.152 1.729 -1.881  0.123
H -1.216 3.030 -0.986  0.077
H 0.620 2.892 -0.616  0.079
H -1.513 -0.866 -0.665  0.102
H -2.704 -0.098 0.575  0.064
H -3.267 1.843 -1.149  0.146
H -2.133 0.965 -2.507  0.144
H 2.414 -2.357 1.006  0.109
H 1.050 -2.623 2.225  0.094
H -0.741 -2.718 0.154  0.072
H 0.675 -4.764 1.348  0.082
H 1.873 -4.514 -0.205  0.027
H 0.081 -5.003 -0.520  0.087
H 1.913 2.847 1.140  0.012
H 2.838 2.145 -0.332  0.063
H 3.884 2.760 1.106  0.078
H 3.622 -1.152 -0.486  0.034
H 4.828 0.391 -0.263  0.106
H 4.960 -0.928 2.349  0.044
H 6.256 -1.133 1.002  0.075
H 4.820 -2.449 1.239  0.059
C 3.493 -2.179 -5.322  -0.347
O 4.445 -1.511 -4.938  -0.005
N 2.944 -2.136 -6.586  -0.208
C 1.815 -2.961 -6.962  -0.061
C 3.512 -1.238 -7.569  -0.048
H 2.986 -2.895 -4.654  0.087
H 2.108 -3.602 -7.799  0.090
H 0.989 -2.313 -7.268  0.093
H 1.488 -3.588 -6.128  0.084
H 4.564 -1.496 -7.720  0.093
H 3.451 -0.213 -7.192  0.095
H 2.974 -1.314 -8.518  0.090
C -4.293 5.711 -3.785  -0.169
C -3.374 4.565 -4.122  -0.167
C -2.120 4.929 -3.357  -0.219
O -2.538 5.662 -2.197  -0.163
C -3.923 6.001 -2.347  -0.198
H -5.353 5.477 -3.914  0.090
H -4.053 6.576 -4.414  0.120
H -3.791 3.629 -3.731  0.111
H -3.200 4.441 -5.193  0.121
H -1.470 5.583 -3.949  0.115
H -1.546 4.050 -3.051  0.088
H -4.497 5.375 -1.656  0.116
H -4.077 7.050 -2.077  0.117
O -7.115 3.257 -5.783  -0.392
Cl -7.903 3.675 -4.640  0.630
O -8.663 2.547 -4.137  -0.391
O -8.812 4.731 -5.039  -0.383
O -7.020 4.165 -3.599  -0.411
C 7.463 -5.503 0.511  -0.114
C 6.782 -6.106 -0.714  -0.273
C 5.438 -5.447 -1.032  -0.187
C 4.488 -5.626 0.142  -0.160
N 3.700 -5.775 1.115  0.114
H 6.865 -5.645 1.417  0.069
H 8.431 -5.984 0.682  0.075
H 7.635 -4.429 0.375  0.075
H 6.639 -7.181 -0.547  0.114
H 7.446 -6.000 -1.578  0.112
H 4.997 -5.905 -1.924  0.116
H 5.570 -4.378 -1.229  0.115